# C19H22N6RhS2

A molecular structure, C19H22N6RhS2 (ωB97M-V with the def2-TZVPD basis set, OMol25).

Output
**Strongest force on any atom**: 0.92 eV Å⁻¹
**ΔE to the lowest compared entry with this formula, charge and spin**: 144.72 kJ/mol
**Kohn-Sham gap (spin up / spin down)**: 4.651 / 2.569 eV
**Highest occupied orbital energy (spin up / spin down)**: -0.531 / -0.530 Ha

```
! RIJCOSX wB97M-V def2-TZVPD def2/J DEFGRID3
* xyz 3 5
Rh -0.429 0.697 -0.990
N 0.095 1.627 -3.006
C -0.067 3.102 -2.909
C -1.290 3.412 -2.061
N -1.108 2.797 -0.724
H 1.025 1.400 -3.346
H -0.562 1.273 -3.697
H -0.174 3.552 -3.896
H 0.824 3.521 -2.438
H -2.186 2.990 -2.522
H -1.424 4.492 -1.983
H -1.945 2.928 -0.161
H -0.349 3.270 -0.227
N -0.140 -3.561 -1.599
C -0.594 -4.051 -2.815
C -0.212 -5.316 -3.246
C -0.699 -5.806 -4.443
C -1.580 -5.047 -5.229
C -1.952 -3.782 -4.825
C -1.450 -3.271 -3.629
S -1.852 -1.646 -3.168
N -1.038 -1.402 -1.752
C -0.372 -2.334 -1.110
C 0.200 -1.969 0.203
C 0.396 -2.894 1.213
C 0.982 -2.479 2.404
C 1.364 -1.155 2.534
C 1.108 -0.278 1.490
N 0.524 -0.667 0.354
H 0.441 -4.188 -1.055
H 0.462 -5.914 -2.644
H -0.389 -6.784 -4.784
H -1.964 -5.448 -6.157
H -2.621 -3.183 -5.430
H 0.063 -3.918 1.100
H 1.137 -3.184 3.209
H 1.855 -0.808 3.431
H 1.392 0.765 1.557
S -0.541 2.912 2.684
C 0.373 3.293 4.075
N -0.248 3.795 5.168
C 0.396 4.115 6.312
C 1.746 3.941 6.417
C 2.443 3.433 5.312
C 1.765 3.110 4.158
H -1.249 3.935 5.116
H -0.203 4.510 7.120
H 2.254 4.194 7.334
H 3.514 3.293 5.366
H 2.280 2.729 3.290
*
```

Mulliken population analysis, charges in e, atoms 1 to 6: atom 1 (Rh): 0.74, atom 2 (N): -0.44, atom 3 (C): -0.54, atom 4 (C): -0.55, atom 5 (N): -0.35, atom 6 (H): 0.26